Entry 1:
82
Properties=species:S:1:pos:R:3:forces:R:3 method="wB97M-V/def2-TZVPD" orbital_gap_ev=9.0 homo_energy_ha=-0.43021 lumo_ha=-0.10101 smiles="CCCOC[N@H+]1[C@@H](B(O)O)C[C@@](S)(C[C@@H](C)I)[C@@H](CCCCOC=O)[C@]1(F)OC[C@@H](C)CC(C)C" spin_multiplicity=1 total_charge=+1
C 3.5513 0.0344 4.4002 0.5530 0.4050 0.0262
C 4.1239 0.1235 2.9835 -0.5504 0.1525 -0.1351
C 3.7025 -1.0346 2.0851 0.7321 0.5179 -0.0329
O 3.2891 -0.4906 0.8170 -0.5129 -0.1270 0.0132
C 2.8759 -1.4687 -0.0723 0.6257 0.1659 0.3684
N 2.1205 -0.7400 -1.1444 0.7460 -0.0393 -0.1741
C 2.4590 -1.2374 -2.5206 -0.1742 -0.7301 -0.5645
B 2.2869 -2.8234 -2.7892 -0.1291 -0.3117 -0.0660
O 1.8460 -3.7569 -1.9119 -0.0523 0.1440 -0.1197
O 2.6516 -3.2877 -4.0172 0.2170 0.0637 0.5139
C 1.8131 -0.3993 -3.6361 0.0675 1.0484 0.4859
C 0.4112 0.1945 -3.3533 -0.5170 -0.2288 -0.2337
S 0.4861 1.7683 -4.3085 0.2574 0.0287 -0.1672
C -0.6709 -0.8155 -3.8591 -0.3654 0.3003 0.3229
C -1.6833 -0.3286 -4.8955 -0.1252 -0.9863 -0.4193
C -1.1753 -0.3484 -6.3438 -0.0649 0.8791 0.3794
I -3.3532 -1.7375 -4.7647 0.0691 0.1971 0.0940
C 0.1629 0.5581 -1.8606 0.5221 -0.2365 -0.1593
C -1.2795 0.9687 -1.5619 -0.4260 0.7148 -0.3022
C -1.4626 2.5002 -1.4386 -0.0060 0.0737 0.7623
C -1.5273 2.9633 0.0322 0.3848 -0.1897 -0.5227
C -2.9079 2.8318 0.6595 -0.1391 -0.3760 0.0893
O -3.5912 4.0800 0.7954 0.4442 0.3584 -0.4657
C -3.7157 4.7873 -0.3552 -0.2599 2.3434 0.1431
O -3.5311 5.9884 -0.4121 -0.2533 -2.2059 0.2055
C 0.6593 -0.5257 -0.8985 -1.3071 0.9687 0.4886
F 0.0121 -1.7042 -1.1167 0.3905 -0.3665 -0.0944
O 0.4924 -0.1056 0.3943 0.1874 -0.3272 -0.4065
C -0.0638 -1.0396 1.3429 -0.1270 0.2255 0.9436
C 0.1125 -0.5122 2.7662 0.2734 0.0299 -0.0974
C -0.0753 0.9932 2.8964 0.1689 -0.2902 0.1328
C -0.7781 -1.3344 3.7050 -0.1054 0.2352 -0.6744
C -2.2671 -0.9482 3.7037 -0.1257 -0.4225 1.1163
C -2.5590 0.2003 4.7109 0.3146 -0.3505 -0.5689
C -3.0647 -2.1945 4.1307 -0.0635 0.3691 -0.2049
H 4.2008 0.5837 5.0775 0.0361 -0.0104 0.1364
H 3.4870 -0.9823 4.7756 -0.0963 -0.1456 0.0095
H 2.5891 0.5345 4.4545 -0.2728 -0.2353 0.0155
H 3.7253 1.0258 2.5218 0.0254 0.1266 -0.0730
H 5.2013 0.2467 2.9796 0.1565 -0.1698 0.0744
H 4.5616 -1.6781 1.8934 -0.0849 -0.3642 0.1054
H 2.8887 -1.5922 2.5428 -0.1410 -0.2151 -0.1349
H 3.7550 -1.9266 -0.5303 -0.1390 -0.2201 -0.2863
H 2.2685 -2.2484 0.3839 -0.2062 0.0430 0.0036
H 2.5182 0.2028 -1.0752 -0.1067 0.1228 0.1230
H 3.5322 -1.0585 -2.5916 0.1554 -0.0632 0.0248
H 1.3272 -3.4291 -1.1787 -0.1747 -0.0454 0.1495
H 3.2957 -2.7343 -4.4599 0.0160 0.0757 -0.4414
H 2.4859 0.4286 -3.8673 0.1179 0.0596 0.0693
H 1.7327 -0.9780 -4.5464 0.1329 -0.1876 -0.0902
H -0.7415 2.2642 -4.1166 -0.1151 -0.1664 0.1036
H -0.2100 -1.7132 -4.2645 0.1839 -0.0733 -0.0643
H -1.2405 -1.1526 -3.0005 0.0579 -0.0658 0.1152
H -2.1385 0.6170 -4.6383 -0.0711 0.1332 0.0854
H -0.9546 0.6759 -6.6383 0.1581 0.0372 -0.1066
H -0.2512 -0.9109 -6.4200 -0.0017 -0.2825 -0.1428
H -1.9241 -0.7105 -7.0335 0.0137 -0.2333 -0.1348
H 0.7988 1.4195 -1.6413 0.1151 0.0584 0.1216
H -1.9475 0.6369 -2.3510 0.0576 -0.2947 -0.0732
H -1.6512 0.5166 -0.6466 0.0533 -0.2198 0.1051
H -0.6366 3.0355 -1.8951 0.0747 -0.0369 -0.3285
H -2.3793 2.7993 -1.9415 -0.0274 0.0698 -0.2023
H -1.1638 3.9861 0.0974 -0.1901 0.1980 0.1738
H -0.7950 2.3620 0.5670 -0.0018 -0.0337 0.2740
H -3.5130 2.1243 0.0845 -0.1555 0.0199 -0.1194
H -2.8624 2.4366 1.6689 0.0263 0.0749 0.1592
H -4.1131 4.2341 -1.2208 0.2316 -0.3008 0.0696
H -1.1278 -1.1735 1.1609 -0.0806 -0.0453 -0.3661
H 0.4396 -2.0021 1.3038 -0.0775 -0.1774 -0.2620
H 1.1431 -0.7196 3.0553 0.0812 0.0108 0.0193
H 0.7384 1.5050 2.3910 -0.0541 0.2060 -0.1670
H -1.0324 1.3247 2.5060 -0.0997 0.0847 -0.0753
H -0.0321 1.2642 3.9476 -0.0186 0.1081 0.1033
H -0.6975 -2.3886 3.4286 0.1136 -0.1147 -0.0065
H -0.3721 -1.2397 4.7089 -0.0806 -0.0699 0.2082
H -2.5902 -0.6670 2.7027 -0.0117 0.1544 -0.1400
H -3.3775 -0.0673 5.3683 -0.2636 0.1120 -0.0166
H -2.7897 1.1190 4.1814 -0.0872 0.2393 0.1748
H -1.6965 0.3649 5.3493 0.0948 0.1874 0.0791
H -2.5544 -2.6767 4.9610 -0.0027 -0.1860 0.0869
H -4.0582 -1.9206 4.4733 -0.1522 0.0087 -0.0229
H -3.1886 -2.8968 3.3096 0.1615 -0.2067 -0.0128

---

Entry 2:
82
Properties=species:S:1:pos:R:3:forces:R:3 method="wB97M-V/def2-TZVPD" orbital_gap_ev=9.9 homo_energy_ha=-0.43770 lumo_ha=-0.07216 spin_multiplicity=1 total_charge=+1
Mg -0.0164 0.4785 -0.0946 0.3699 0.8409 0.2321
C -2.8767 -2.3918 -1.9797 -0.0278 0.1205 0.0551
C -1.9919 -1.1583 -2.1618 0.0891 -0.2050 -0.1541
C -0.6757 -1.4903 -2.9267 -0.1032 0.1430 0.2168
C 0.4895 -2.3491 -2.3586 -0.0836 -0.1780 -0.4590
C 1.6457 -2.2513 -3.3505 0.0827 0.1484 0.0760
C 0.1480 -3.8145 -2.1258 0.0974 0.0667 0.2525
N 0.8940 -1.6680 -1.0481 -0.1898 -0.0144 0.1756
C 2.2860 -1.6523 -0.5040 0.2425 0.1260 0.1010
C 2.4364 -0.7196 0.7235 -0.1615 0.0229 -0.0230
N 2.0219 0.6949 0.4862 0.7054 -0.0515 0.1115
C 2.7839 1.2476 -0.6521 -0.2029 0.0236 -0.2072
C 2.0069 1.0552 -1.9628 0.2403 0.0724 -0.1064
O 2.5761 1.0047 -3.0318 -0.1080 0.0518 0.2060
O 0.7201 0.9484 -1.7668 0.4476 0.0300 -1.2644
C 2.0889 1.6119 1.6969 -0.1242 0.0590 0.3531
C 3.0196 1.1143 2.8036 -0.0378 -0.0223 -0.1546
C 0.7174 1.9763 2.3121 -0.0329 -0.0542 -0.2437
C -0.2399 2.9314 1.5444 0.0590 0.0670 0.2627
C 0.4704 4.2202 1.1302 -0.0384 -0.0109 -0.0758
C -1.3834 3.2841 2.4978 -0.0134 -0.1233 -0.0973
N -0.7367 2.2733 0.2753 -0.4850 1.0006 0.2091
C -2.1814 2.0501 0.0215 -0.1021 -0.0934 -0.0326
C -2.3787 1.0673 -1.1540 -0.0708 0.1813 -0.0402
N -1.8344 -0.3026 -0.9154 -0.5055 -0.1489 -0.1592
C -2.4745 -0.8596 0.3048 0.1270 0.0459 0.1538
C -1.6173 -0.5087 1.5218 -0.4417 -0.2599 0.4347
O -2.0959 -0.0865 2.5582 0.0541 -0.2035 -0.1061
O -0.3534 -0.6992 1.2893 -0.1480 -0.7117 1.0651
H -3.0243 -2.8549 -2.9554 0.0283 0.0092 -0.0132
H -3.8614 -2.1149 -1.6025 0.0096 -0.0313 0.0203
H -2.4523 -3.1412 -1.3155 0.0064 -0.0153 0.0275
H -2.5272 -0.5331 -2.8823 0.0342 0.0701 0.0476
H -0.2378 -0.5412 -3.2380 0.0179 -0.0134 -0.0398
H -0.9952 -1.9942 -3.8406 0.0265 -0.0227 -0.0103
H 1.3170 -2.6377 -4.3144 -0.0495 -0.0466 0.0277
H 2.4951 -2.8551 -3.0273 -0.0114 -0.0129 -0.0176
H 1.9741 -1.2222 -3.5069 -0.0107 0.0059 0.0015
H -0.3529 -4.2173 -3.0051 0.0343 0.0486 -0.0394
H -0.4995 -3.9501 -1.2662 -0.1088 -0.0491 0.0944
H 1.0583 -4.3987 -1.9686 -0.0192 0.0173 0.0161
H 0.2269 -1.9269 -0.2990 0.0552 -0.0960 0.0094
H 0.7306 -0.6765 -1.3152 0.2784 -0.4547 -0.6872
H 2.9452 -1.3260 -1.3061 -0.0403 -0.0657 -0.0593
H 2.5692 -2.6586 -0.2050 -0.0341 -0.0292 0.0069
H 3.4921 -0.7762 1.0025 0.0225 -0.0222 -0.0249
H 1.8370 -1.1098 1.5425 0.0435 -0.0038 0.0387
H 3.7901 0.8326 -0.7451 0.0061 -0.0070 0.0319
H 2.8873 2.3276 -0.5454 0.0370 -0.0118 0.0714
H 2.5220 2.5429 1.3332 0.0389 -0.0607 -0.1022
H 2.6022 0.2542 3.3287 0.0217 -0.0249 -0.0013
H 3.1559 1.9116 3.5326 -0.0139 -0.0028 0.0110
H 4.0069 0.8590 2.4174 -0.0009 -0.0274 0.0235
H 0.9337 2.4648 3.2649 0.0295 0.0551 -0.0289
H 0.1699 1.0698 2.5668 -0.0026 -0.0407 0.0790
H 0.9635 4.6867 1.9832 0.0074 -0.0296 0.0142
H -0.2547 4.9348 0.7343 0.0145 -0.0008 -0.0035
H 1.2234 4.0488 0.3556 0.0054 -0.0131 0.0234
H -0.9858 3.8588 3.3338 0.0176 -0.0076 0.0022
H -1.8538 2.3861 2.8992 -0.0300 0.0036 0.0058
H -2.1385 3.8992 2.0066 0.0091 0.0026 -0.0061
H -0.4069 2.8481 -0.4941 0.0759 -0.1043 -0.0563
H -2.6880 2.9822 -0.2379 -0.0786 -0.0481 0.0066
H -2.6457 1.6500 0.9188 -0.0378 0.0880 0.0540
H -1.8833 1.4703 -2.0411 -0.0315 -0.0516 -0.0249
H -3.4550 1.0112 -1.3538 0.0168 -0.0030 -0.0404
H -2.4553 -1.9456 0.2954 0.0060 -0.0103 -0.0925
H -3.5054 -0.5233 0.4310 0.0167 0.0380 -0.0183
O -0.9195 -3.5763 1.0033 -0.1855 0.0286 -0.3164
S 0.3795 -3.9204 1.6560 0.0298 -0.4114 0.3578
C 0.5176 -5.7342 1.8310 0.1340 0.2603 -0.0154
C 1.3242 -5.8941 3.1077 -0.0372 0.0349 0.1139
C 0.6302 -5.0128 4.1537 0.0101 0.0052 -0.0053
C 0.2154 -3.7044 3.4695 0.1892 0.0820 -0.0979
H 0.9997 -6.1381 0.9424 -0.0302 0.0061 -0.0100
H -0.4934 -6.1340 1.9210 -0.0561 0.0824 -0.0209
H 2.3504 -5.5543 2.9429 0.0096 -0.0368 0.0197
H 1.3693 -6.9313 3.4361 0.0304 -0.0241 -0.0817
H 1.2822 -4.8157 5.0028 -0.0180 -0.0221 0.0156
H -0.2512 -5.5290 4.5338 -0.0163 0.0131 -0.0187
H 0.8641 -2.8695 3.7329 -0.0567 0.0143 0.0282
H -0.8165 -3.4088 3.6527 -0.0314 0.0125 -0.0979

---

Entry 3:
81
Properties=species:S:1:pos:R:3:forces:R:3 method="wB97M-V/def2-TZVPD" relative_energy_ev=0.000 orbital_gap_ev="7.4 / 7.3" homo_energy_ha="-0.54202 / -0.54201" lumo_ha="-0.27190 / -0.27193" spin_multiplicity=1 total_charge=+2
Ru 0.2983 -0.0401 -0.7094 -0.5250 0.0441 0.1339
C -2.1630 -6.5377 -1.2051 0.0202 -0.0246 -0.0419
Si -1.5771 -4.9367 -1.9414 -0.0038 0.0962 -0.0491
C -0.0431 -5.1370 -2.9831 0.0029 -0.0805 0.0554
C -2.9276 -4.0425 -2.8737 -0.0148 -0.0657 0.0457
C -1.0988 -3.7904 -0.4761 0.0287 -0.0272 -0.0216
C -1.2620 -4.1500 0.8746 -0.0439 -0.0831 -0.0440
C -0.9091 -3.3065 1.9122 0.0370 0.0855 0.0638
C -0.3696 -2.0626 1.6191 0.0088 0.0253 0.0475
N -0.1886 -1.7107 0.3515 -0.0198 -0.0603 -0.2148
C -0.5495 -2.5436 -0.6437 0.2226 0.0994 -0.0039
S -0.1667 -1.5875 -2.1310 0.0037 -0.1879 0.0666
H -2.4086 -7.2359 -2.0085 -0.0060 0.0061 -0.0007
H -3.0640 -6.4167 -0.6011 -0.0019 0.0232 0.0054
H -1.3970 -7.0170 -0.5923 0.0102 0.0105 -0.0001
H -0.2427 -5.8265 -3.8065 -0.0072 0.0071 -0.0029
H 0.7782 -5.5583 -2.3991 -0.0009 0.0008 -0.0093
H 0.3034 -4.2016 -3.4272 -0.0163 0.0238 0.0067
H -3.2286 -4.6220 -3.7490 0.0029 0.0004 -0.0017
H -2.6076 -3.0602 -3.2291 0.0158 0.0051 0.0009
H -3.8121 -3.9120 -2.2462 0.0006 0.0105 -0.0075
H -1.6821 -5.1195 1.1147 0.0057 -0.0049 -0.0163
H -1.0474 -3.6003 2.9428 0.0030 0.0146 0.0027
H -0.0808 -1.3516 2.3809 0.0005 -0.0080 0.0112
O -1.2640 0.8393 0.0291 0.4568 -0.0714 0.1855
P -2.1693 1.8413 -0.7616 -0.0243 -0.0852 -0.0651
N -1.1433 2.4792 -1.8789 -0.0589 0.1383 0.1173
C 0.2869 2.2197 -1.7665 0.1220 0.1233 -0.0065
C 0.9395 3.2157 -2.7284 -0.0344 -0.0431 -0.1245
C 0.0032 4.4176 -2.6025 -0.0247 0.0033 0.0173
C -1.3798 3.7719 -2.5694 -0.0203 -0.0278 -0.0142
N -3.3722 1.0960 -1.5264 -0.0593 0.2655 -0.0351
C -3.6519 1.1896 -2.9841 0.0264 -0.0349 0.0074
C -5.0591 0.6104 -3.1002 0.0091 0.0059 -0.0337
C -5.1164 -0.4111 -1.9689 -0.0118 -0.0523 0.0294
C -4.4097 0.3052 -0.8233 0.0285 -0.0197 -0.0054
N -2.7501 2.8771 0.3278 -0.1090 -0.0480 -0.1231
C -1.8636 3.5732 1.2909 0.0132 -0.0128 0.0183
C -2.8030 4.5419 2.0085 0.0249 0.0200 0.0034
C -3.8684 4.8478 0.9583 -0.0136 0.0037 0.0040
C -4.1029 3.4900 0.3096 0.0210 0.0186 -0.0167
H 0.5493 1.1797 -2.1522 0.1053 0.1165 -0.0235
H 0.6646 2.4166 -0.7579 0.0291 -0.0180 -0.0088
H 0.9220 2.8288 -3.7481 0.0119 -0.0111 0.0056
H 1.9695 3.4325 -2.4549 0.0008 -0.0051 -0.0043
H 0.1129 5.1251 -3.4208 -0.0030 -0.0111 -0.0109
H 0.1949 4.9493 -1.6682 0.0003 -0.0027 -0.0032
H -1.7581 3.5892 -3.5763 0.0063 0.0207 -0.0016
H -2.1145 4.3678 -2.0244 0.0051 -0.0051 -0.0040
H -2.9230 0.5978 -3.5417 -0.0088 -0.0075 -0.0081
H -3.6019 2.2202 -3.3322 -0.0043 -0.0096 -0.0044
H -5.2385 0.1783 -4.0823 0.0049 -0.0070 0.0032
H -5.8009 1.3947 -2.9401 0.0022 -0.0016 0.0176
H -4.5621 -1.3114 -2.2442 0.0044 0.0055 -0.0009
H -6.1293 -0.7056 -1.7031 -0.0022 0.0100 -0.0041
H -3.9458 -0.3775 -0.1108 -0.0107 0.0070 0.0184
H -5.0972 0.9592 -0.2833 -0.0097 -0.0058 -0.0118
H -1.0783 4.1149 0.7530 0.0052 0.0012 0.0031
H -1.3971 2.8559 1.9652 0.0169 0.0176 0.0032
H -2.2793 5.4274 2.3614 -0.0021 -0.0018 0.0017
H -3.2530 4.0518 2.8728 -0.0120 -0.0080 -0.0090
H -3.4873 5.5579 0.2208 0.0107 -0.0044 -0.0004
H -4.7813 5.2617 1.3809 0.0016 -0.0063 0.0041
H -4.4883 3.5568 -0.7072 -0.0134 -0.0119 0.0088
H -4.7893 2.8880 0.9078 -0.0047 0.0078 0.0028
C 5.0616 -0.5793 -0.3631 -0.0516 0.0136 0.0001
Si 3.3763 -1.3379 -0.1112 0.1612 -0.1294 0.0125
C 3.0482 -2.6281 -1.4193 0.0312 0.0551 0.0233
C 3.1862 -2.0698 1.5957 -0.0045 0.0395 -0.0460
C 2.2121 0.2151 -0.2288 -0.2418 -0.0801 0.0580
H 5.8345 -1.3271 -0.1729 -0.0140 -0.0158 0.0004
H 5.2428 0.2605 0.3093 -0.0017 0.0020 0.0094
H 5.1876 -0.2301 -1.3897 -0.0011 0.0162 0.0034
H 3.9017 -3.3113 -1.4340 -0.0045 -0.0025 0.0212
H 2.9651 -2.2005 -2.4195 -0.0173 0.0024 -0.0138
H 2.1597 -3.2286 -1.2159 -0.0175 0.0089 -0.0068
H 4.0084 -2.7625 1.7888 0.0214 0.0117 -0.0310
H 2.2646 -2.6420 1.7057 -0.0317 0.0003 0.0104
H 3.2212 -1.3060 2.3752 -0.0028 -0.0086 0.0113
H 2.6635 1.0091 -0.8283 -0.0352 0.0127 -0.0354
H 2.1118 0.5671 0.8137 0.0076 -0.0892 0.0254

---

Number 1: total energy -61750.7686 eV. Number 2: total energy -58127.0412 eV. Number 3: total energy -72110.0325 eV.